1.
The following is a quantum chemistry calculation of a cluster of 2 separate species, C4H9NOS in total at a distorted geometry, from the OMol25 dataset.

Its HOMO energy (spin up / spin down) is -8.541 / -8.543 eV. The value obtained for the frontier orbital gap (spin up / spin down) is 8.30 / 8.30 eV. Its total charge is 0.

CARTESIAN COORDINATES (ANGSTROEM)
C  0.06305  -1.27039  2.36604
C  0.42405  -2.33440  1.36156
C  0.71262  -0.95420  1.07863
C  -1.01129  2.79221  0.79146
N  -0.98060  0.16530  -0.01840
O  -0.92348  1.94167  -1.62201
S  -0.17328  1.69027  -0.41528
H  -0.97106  -0.85898  2.36116
H  0.49243  -1.22841  3.36806
H  1.19137  -3.11293  1.32199
H  -0.36544  -2.79824  0.77486
H  1.53228  -0.43344  0.65781
H  -0.96390  3.90250  0.48532
H  -0.40889  2.57799  1.71522
H  -2.03701  2.52324  0.87029
H  -1.21701  -0.35205  -0.79665

Forces on atoms 1 to 3 (eV/Å):
-0.51 0.59 0.54
-1.14 -1.46 -1.51
-2.62 1.79 -1.23



2.
The following is a quantum chemistry calculation of an isolated molecule of C4H9NOS at a distorted geometry, from the OMol25 dataset.

Its HOMO energy is -8.629 eV. The value obtained for the frontier orbital gap is 9.33 eV. The SMILES is C[C@@H](CS)NC=O. Its total charge is 0.

CARTESIAN COORDINATES (ANGSTROEM)
C  1.28143  -0.98608  -0.65569
C  0.01042  -0.74933  0.15748
C  0.33102  0.07241  1.43219
S  -0.80649  1.36207  2.07382
N  -1.03649  -0.20868  -0.74064
C  -1.26784  1.02078  -1.36214
O  -1.33708  2.11237  -0.87283
H  1.27481  -0.25931  -1.47066
H  2.16789  -0.85550  -0.05374
H  1.27548  -1.93286  -1.19586
H  -0.47656  -1.66218  0.46913
H  1.31463  0.51413  1.34462
H  0.42847  -0.67655  2.21305
H  0.16329  2.27634  1.99346
H  -1.75132  -0.88917  -0.91683
H  -1.57167  0.86156  -2.41537

Forces on atoms 1 to 3 (eV/Å):
-0.43 0.06 -0.61
-0.96 1.40 -0.29
-0.10 -0.51 0.27



3.
The following is a quantum chemistry calculation of an isolated molecule of C4H9NOS at a distorted geometry, from the OMol25 dataset.

Its HOMO energy is -9.374 eV. The value obtained for the frontier orbital gap is 10.17 eV. The SMILES is O=CNCCCS. Its total charge is 0.

CARTESIAN COORDINATES (ANGSTROEM)
O  0.39476  -0.11814  -3.53478
C  0.04919  -0.80455  -2.61891
N  0.13497  -0.35717  -1.30390
C  -0.65631  -0.85745  -0.21417
C  -0.80272  0.15947  0.92526
C  0.48385  0.46413  1.69620
S  0.97272  2.17043  1.13605
H  -0.30904  -1.85437  -2.56538
H  0.49277  0.58534  -1.20837
H  -1.71343  -1.08014  -0.40507
H  -0.15144  -1.72893  0.25374
H  -1.30434  1.10114  0.64515
H  -1.56834  -0.20465  1.62698
H  0.47106  0.57716  2.77838
H  1.21604  -0.27194  1.33505
H  2.29026  2.21968  1.45377

Forces on atoms 1 to 3 (eV/Å):
0.09 -0.33 -1.04
0.04 0.22 2.74
-0.13 0.38 -0.98



4.
The following is a quantum chemistry calculation of a cluster of 2 separate species, C4H9NOS in total at a distorted geometry, from the OMol25 dataset.

Its HOMO energy (spin up / spin down) is -7.826 / -7.827 eV. The value obtained for the frontier orbital gap (spin up / spin down) is 7.71 / 7.71 eV. The SMILES is C=[NH+][S-].C=COC. Its total charge is 0.

CARTESIAN COORDINATES (ANGSTROEM)
C  -1.76875  -1.28568  0.02638
N  -1.98544  -0.38156  -0.91003
S  -2.60605  1.10697  -0.59144
H  -1.98000  -0.99871  1.07187
H  -1.47237  -2.30034  -0.11740
H  -2.09712  -0.68512  -1.80508
C  1.95224  -0.77343  0.54083
C  1.10779  -0.43518  -0.42516
O  0.57553  0.80011  -0.67471
C  0.63140  1.71676  0.30881
H  2.27172  -0.17648  1.50870
H  2.49914  -1.74103  0.64484
H  0.78976  -0.97994  -1.34181
H  1.64918  2.10134  0.36713
H  0.44243  1.44796  1.38514
H  -0.00946  2.58433  0.01192

Forces on atoms 1 to 3 (eV/Å):
-0.46 1.38 0.16
-0.60 -1.59 4.94
-0.41 1.47 -0.14



5.
The following is a quantum chemistry calculation of a cluster of 2 separate species, C4H9NOS in total at a distorted geometry, from the OMol25 dataset.

Its HOMO energy (spin up / spin down) is -9.138 / -9.138 eV. The value obtained for the frontier orbital gap (spin up / spin down) is 8.69 / 8.69 eV. Its total charge is 0.

CARTESIAN COORDINATES (ANGSTROEM)
C  2.92428  0.46539  0.77851
C  1.58665  0.45685  0.58082
C  0.81917  -0.36556  -0.32447
C  1.11446  -1.68839  -0.75072
N  -3.68787  0.44911  0.28350
O  -1.08086  1.62408  -0.28242
S  -0.99496  0.14449  -0.35275
H  3.51009  1.25277  1.23768
H  3.38979  -0.22225  0.08928
H  1.04694  1.15555  1.13447
H  0.16109  -2.12831  -1.19554
H  -3.49874  1.00092  -0.34567
H  1.90080  -2.37833  -0.39400
H  -3.28004  0.53844  1.18214
H  -3.13333  -0.29702  -0.00134
H  -0.77748  -0.00774  -1.63950

Forces on atoms 1 to 3 (eV/Å):
-1.34 -0.47 -2.05
2.10 0.28 0.48
0.83 -4.20 0.63



6.
The following is a quantum chemistry calculation of the ion C4H9NOS with charge +1 at a distorted geometry, from the OMol25 dataset.

Its HOMO energy (spin up / spin down) is -14.636 / -12.901 eV. As for the spin multiplicity: 2. The value obtained for the frontier orbital gap (spin up / spin down) is 11.40 / 3.75 eV. Its total charge is +1.

CARTESIAN COORDINATES (ANGSTROEM)
C  0.67402  1.32643  -0.53780
N  0.91823  0.68128  -1.78877
C  -0.02300  -0.20934  -2.54522
O  0.17616  -0.86742  -3.57117
C  -0.28357  0.58290  0.42249
C  0.20433  -0.53586  1.46201
S  -0.81701  -0.55846  2.86530
H  0.15836  2.27331  -0.87308
H  1.42712  1.86407  0.16246
H  1.74595  1.04058  -2.41693
H  -0.85917  -0.39298  -1.86212
H  -1.03112  -0.11924  0.05070
H  -0.92425  1.34503  0.85113
H  1.13909  -0.08763  1.60301
H  0.24060  -1.51683  0.96537
H  -0.09218  -0.28522  3.95655

Forces on atoms 1 to 3 (eV/Å):
-1.59 0.56 0.94
2.72 -0.35 -3.24
1.11 -1.86 -0.08



7.
The following is a quantum chemistry calculation of a structure of composition C4H9NS at a distorted geometry, from the OMol25 dataset.

Its HOMO energy is -7.210 eV. The value obtained for the frontier orbital gap is 8.05 eV. Its total charge is 0.

CARTESIAN COORDINATES (ANGSTROEM)
C  -0.69521  0.50020  0.91480
C  -1.36949  1.37456  -1.11081
C  0.01083  -1.17308  -1.04427
C  1.85152  -0.42454  0.76750
N  -1.66921  1.21508  0.12847
S  0.62479  0.40975  -0.28725
H  -0.28831  1.27471  1.89523
H  -2.09015  1.61479  -1.75146
H  0.96175  -1.91695  -1.14527
H  -0.73892  -1.50932  -0.26638
H  -0.45003  -0.75084  -2.02105
H  1.83196  -0.15930  1.83073
H  1.60033  -1.61314  0.82428
H  2.92109  -0.35710  0.53148
H  -2.50095  1.51520  0.73399

Forces on atoms 1 to 3 (eV/Å):
1.26 2.53 3.57
2.29 -1.65 1.97
1.35 0.14 -1.21



8.
The following is a quantum chemistry calculation of an isolated molecule of C4H9NS at a distorted geometry, from the OMol25 dataset.

Its HOMO energy is -9.046 eV. The value obtained for the frontier orbital gap is 9.80 eV. The SMILES is C=C(CN)CS. Its total charge is 0.

CARTESIAN COORDINATES (ANGSTROEM)
C  -0.70452  1.35167  -0.61660
C  -0.03935  0.33390  -0.06390
C  -0.62436  -0.94969  -0.12016
N  -2.07049  -0.80038  -0.27027
C  1.34166  0.42144  0.45593
S  2.64764  -0.49021  -0.48718
H  -0.32435  2.37838  -0.56674
H  -1.71942  1.10172  -0.83855
H  -0.25120  -1.55303  -0.90688
H  -0.26778  -1.47821  0.76356
H  -2.37067  -0.14573  0.54036
H  -2.54379  -1.64462  -0.17021
H  1.34985  0.13781  1.44840
H  1.75226  1.46155  0.54359
H  3.82452  -0.12460  0.28864

Forces on atoms 1 to 3 (eV/Å):
0.77 0.67 1.47
1.58 2.92 -1.90
-1.65 -2.17 1.08



Energy, respectively: -18660.787; -18665.627; -18666.325; -18662.899; -18661.557; -18655.133; -16612.474; -16617.538 eV.
Energy above the lowest of the compared OMol25 structures with the same formula, charge and spin, respectively: 155.4; 43.8; 27.7; 106.7; 137.7; 65.6; 161.0; 44.2 kcal per mole.